# C17H29N2O8Si3V

A molecular structure, C17H29N2O8Si3V (ωB97M-V with the def2-TZVPD basis set, the Open Molecules 2025 dataset).

## Properties
HOMO-LUMO gap (alpha / beta)   7.6 / 8.4 eV
Strongest force on any atom   0.0106 Eh/bohr
E_LUMO (alpha / beta)   -5.21 / -4.57 eV
Net charge   +1
Spin multiplicity   2
E_HOMO (alpha / beta)   -12.8 / -13.0 eV

Structure (XYZ):
```
60
Properties=species:S:1:pos:R:3:forces:R:3:lowdin_charge:R:1
V -0.378 0.575 0.476 -0.137 -0.033 -0.273 1.064
O -2.845 0.048 -2.400 -0.092 -0.036 -0.007 0.177
C -2.600 0.081 -1.236 -0.321 -0.119 -0.074 -0.459
O -1.643 0.913 -0.738 0.378 0.098 0.381 -0.145
C -3.297 -0.697 -0.169 0.253 0.018 0.181 -0.032
C -4.628 -1.042 -0.320 -0.053 0.030 -0.164 0.105
C -5.274 -1.691 0.711 0.076 -0.053 0.075 -0.098
C -4.635 -2.007 1.894 -0.102 -0.053 0.063 0.113
C -3.310 -1.658 2.036 0.090 -0.017 -0.184 -0.046
C -2.605 -1.043 1.003 -0.204 0.006 -0.138 -0.198
O -1.277 -0.866 1.086 0.367 0.217 -0.304 -0.130
N -2.633 -1.940 3.303 -0.031 0.068 0.304 -0.329
O -2.968 -2.929 3.910 0.026 -0.001 -0.079 0.137
O -1.806 -1.125 3.679 -0.008 -0.075 -0.048 0.084
N -6.697 -2.048 0.556 -0.132 0.088 0.041 -0.349
O -7.232 -2.596 1.493 0.041 -0.047 0.013 0.108
O -7.227 -1.750 -0.490 0.047 -0.021 -0.040 0.109
H -5.159 -0.800 -1.231 0.015 0.006 0.008 0.149
H -5.164 -2.511 2.691 0.001 0.001 0.001 0.147
C 0.651 0.994 3.445 -0.123 -0.025 0.305 -0.024
O 0.758 0.894 2.006 0.070 0.162 -0.069 -0.405
Si 2.254 0.565 1.093 -0.102 -0.096 0.169 0.461
C 3.362 2.009 1.417 -0.041 -0.030 -0.028 -0.128
C 2.910 -0.992 1.844 0.004 0.034 -0.003 -0.126
C 1.283 0.422 -0.522 -0.127 -0.127 0.147 -0.468
Si 1.191 2.109 -1.479 0.047 0.007 -0.020 0.461
C 2.907 2.748 -1.847 -0.020 0.001 0.014 -0.147
C 0.276 3.297 -0.304 0.057 0.004 -0.065 -0.164
C 0.253 2.046 -3.084 0.013 -0.007 0.031 -0.153
Si 1.655 -1.185 -1.519 -0.002 0.021 -0.016 0.452
C 0.596 -1.286 -3.048 -0.001 0.018 0.030 -0.151
C 3.454 -1.114 -2.026 -0.022 -0.064 -0.008 -0.157
C 1.319 -2.689 -0.444 0.082 -0.028 -0.079 -0.160
H 1.238 1.842 3.790 0.023 0.032 -0.077 0.103
H 1.012 0.072 3.897 0.017 -0.031 -0.073 0.104
H -0.393 1.125 3.713 0.014 -0.004 -0.082 0.096
H 3.621 1.999 2.479 0.002 0.007 -0.008 0.056
H 2.907 2.970 1.179 0.012 -0.003 0.012 0.041
H 4.296 1.919 0.858 -0.014 -0.009 0.000 0.058
H 3.312 -0.766 2.835 0.005 0.005 -0.007 0.057
H 3.724 -1.423 1.259 -0.007 0.014 -0.018 0.051
H 2.131 -1.748 1.950 0.045 0.027 0.016 0.045
H 3.469 3.103 -0.986 -0.012 -0.001 -0.023 0.019
H 2.793 3.590 -2.537 0.005 -0.011 0.019 0.054
H 3.505 1.993 -2.361 -0.014 0.018 0.012 0.034
H 0.481 3.211 0.768 0.006 -0.003 -0.008 0.027
H -0.802 3.294 -0.467 -0.016 0.003 0.026 0.042
H 0.620 4.300 -0.578 -0.023 -0.001 0.000 0.062
H 0.912 1.777 -3.910 -0.012 -0.034 0.004 0.045
H -0.111 3.059 -3.284 0.014 -0.004 0.001 0.056
H -0.611 1.384 -3.082 0.006 0.009 0.000 0.022
H 0.857 -0.534 -3.793 -0.028 -0.015 0.022 0.031
H -0.475 -1.210 -2.847 0.023 0.014 -0.010 0.033
H 0.775 -2.267 -3.498 -0.013 0.011 0.006 0.051
H 3.657 -0.267 -2.684 -0.017 -0.018 0.001 0.028
H 3.694 -2.023 -2.586 0.023 0.021 0.016 0.050
H 4.148 -1.062 -1.184 -0.016 0.009 0.014 0.032
H 0.620 -2.511 0.374 -0.044 0.013 -0.014 0.019
H 2.243 -3.087 -0.021 -0.047 -0.004 0.007 0.039
H 0.886 -3.474 -1.069 0.015 0.009 0.000 0.047
```
Positions in Å, forces in eV/Å.

# C17H29N3O2S

C17H29N3O2S in the gas phase (ωB97M-V with the def2-TZVPD basis set, the Open Molecules 2025 dataset).

## Properties
HOMO-LUMO gap   8.7 eV
Strongest force on any atom   0.0135 Eh/bohr
E_LUMO   0.50 eV
E_HOMO   -8.2 eV

Structure (XYZ):
```
52
Properties=species:S:1:pos:R:3:forces:R:3:lowdin_charge:R:1
C 2.986 0.880 -0.277 -0.171 0.124 0.078 -0.102
C 1.485 1.114 -0.156 0.128 -0.236 -0.180 -0.255
C 0.680 0.076 -0.933 -0.315 0.280 0.155 -0.189
C -0.829 0.323 -0.775 0.300 -0.074 0.015 -0.186
N -1.711 -0.495 -1.586 -0.031 -0.058 -0.052 -0.183
C -1.636 -0.220 -3.012 -0.219 -0.139 -0.145 -0.215
C -3.012 -0.327 -3.680 0.020 0.089 0.264 -0.199
C -4.053 0.579 -3.024 0.034 0.003 -0.224 -0.266
C -3.828 2.057 -3.318 -0.095 -0.214 0.100 -0.109
C -1.690 -1.916 -1.305 -0.179 0.063 0.100 -0.174
C -2.098 -2.257 0.136 -0.123 0.004 -0.232 -0.139
N -0.957 -2.493 0.996 0.025 -0.271 -0.171 0.069
C -0.616 -1.712 2.034 0.493 -0.403 0.100 -0.484
O -1.238 -0.730 2.384 -0.169 0.350 0.209 0.054
C 0.646 -2.158 2.778 -0.067 0.016 0.023 -0.078
N 1.333 -0.994 3.275 -0.352 0.012 0.069 0.064
C 2.604 -0.720 2.890 -0.001 -0.278 0.056 -0.526
O 3.297 -1.527 2.294 0.121 -0.012 -0.087 0.053
C 3.111 0.605 3.269 0.159 0.663 0.143 -0.447
C 4.396 1.040 3.094 -0.389 -0.354 0.006 -0.109
C 4.591 2.368 3.518 -0.049 0.197 0.078 -0.175
C 3.453 2.930 4.005 -0.316 -0.138 0.029 -0.401
S 2.121 1.852 3.960 0.558 -0.076 -0.171 1.054
H 3.290 0.896 -1.322 0.069 0.005 -0.123 0.073
H 3.262 -0.082 0.147 0.085 -0.099 0.028 0.061
H 3.537 1.655 0.252 0.126 0.037 0.032 0.066
H 1.241 2.111 -0.530 -0.075 0.047 0.061 0.112
H 1.192 1.078 0.896 -0.059 0.083 0.070 0.092
H 0.952 0.124 -1.990 0.055 -0.069 -0.056 0.113
H 0.938 -0.919 -0.565 0.051 -0.105 -0.051 0.104
H -1.042 1.365 -1.032 0.007 0.023 0.061 0.122
H -1.107 0.194 0.271 0.008 0.102 0.033 0.097
H -1.264 0.797 -3.145 0.099 0.012 0.003 0.112
H -0.934 -0.898 -3.525 0.040 0.127 0.023 0.120
H -3.362 -1.360 -3.629 0.024 -0.067 -0.087 0.095
H -2.905 -0.069 -4.735 -0.019 -0.075 -0.091 0.110
H -5.044 0.294 -3.385 -0.032 -0.025 0.065 0.102
H -4.021 0.412 -1.947 -0.110 -0.045 0.006 0.098
H -2.884 2.397 -2.900 0.132 0.134 0.030 0.059
H -4.624 2.654 -2.880 -0.023 0.136 0.019 0.068
H -3.815 2.238 -4.391 0.020 0.077 -0.113 0.071
H -2.413 -2.378 -1.980 0.079 -0.061 0.010 0.111
H -0.706 -2.374 -1.518 -0.071 -0.029 -0.033 0.121
H -2.718 -3.159 0.137 -0.005 0.117 0.006 0.120
H -2.670 -1.435 0.567 -0.018 -0.107 -0.036 0.127
H -0.360 -3.267 0.749 0.062 0.132 0.133 0.145
H 0.347 -2.807 3.610 0.007 -0.004 -0.170 0.136
H 1.342 -2.699 2.131 -0.126 0.009 0.100 0.121
H 0.728 -0.260 3.619 0.068 -0.064 -0.059 0.096
H 5.160 0.413 2.673 0.089 -0.159 -0.096 0.123
H 5.533 2.884 3.462 0.136 0.111 0.007 0.104
H 3.311 3.920 4.391 0.016 0.210 0.070 0.063
```
Positions in Å, forces in eV/Å.

# C17H29N3O6

4 unconnected molecules or ions with the total composition C17H29N3O6 (ωB97M-V with the def2-TZVPD basis set, the Open Molecules 2025 dataset).

## Properties
HOMO-LUMO gap   10.4 eV
Strongest force on any atom   0.0141 Eh/bohr
E_LUMO   0.56 eV
E_HOMO   -9.8 eV

Structure (XYZ):
```
55
Properties=species:S:1:pos:R:3:forces:R:3:lowdin_charge:R:1
C 4.603 -0.661 -1.445 0.084 0.086 -0.039 -0.066
C 4.734 0.837 -1.175 0.110 -0.163 0.048 -0.260
O 3.480 1.493 -1.108 0.185 0.311 0.136 -0.171
C 2.877 1.404 0.163 -0.227 -0.161 0.021 -0.185
C 1.603 2.242 0.193 0.222 0.105 0.250 -0.121
O 0.988 2.191 -1.092 -0.091 -0.236 -0.185 0.010
C -0.127 2.949 -1.209 -0.083 0.029 -0.320 -0.583
O -0.122 4.136 -1.334 -0.033 0.144 0.367 0.173
O -1.218 2.172 -1.260 0.229 -0.337 0.452 0.019
C -2.320 2.555 -0.408 -0.459 0.350 -0.442 -0.149
C -3.009 1.295 0.077 0.313 -0.416 0.008 -0.159
C -2.015 0.214 0.525 0.126 0.261 0.197 -0.157
C -2.592 -0.781 1.516 0.063 -0.005 0.255 -0.164
O -3.353 -1.815 0.858 0.152 0.109 -0.310 -0.033
C -2.743 -3.038 0.807 -0.133 0.075 -0.197 -0.539
C -2.300 -3.424 -0.575 -0.101 -0.004 -0.123 0.023
O -2.626 -3.727 1.776 0.219 -0.082 0.293 0.127
H 5.506 -1.026 -1.941 -0.031 -0.034 0.102 0.075
H 4.461 -1.228 -0.523 -0.085 0.015 -0.092 0.057
H 3.759 -0.850 -2.113 0.046 0.004 0.044 0.070
H 5.296 1.329 -1.971 -0.134 -0.048 -0.040 0.118
H 5.292 1.000 -0.242 -0.014 0.062 -0.077 0.116
H 3.555 1.796 0.935 -0.044 -0.077 -0.009 0.131
H 2.633 0.366 0.410 0.058 0.055 -0.089 0.080
H 1.804 3.279 0.480 0.032 0.000 -0.272 0.135
H 0.933 1.811 0.948 0.014 0.038 -0.059 0.125
H -1.965 3.170 0.423 0.153 -0.133 -0.065 0.136
H -3.010 3.161 -1.003 0.055 0.060 0.136 0.129
H -3.615 1.561 0.947 -0.170 0.086 -0.229 0.091
H -3.642 0.895 -0.719 -0.114 0.046 0.160 0.123
H -1.168 0.697 1.030 -0.079 -0.001 -0.016 0.112
H -1.586 -0.306 -0.334 -0.008 0.016 0.068 0.116
H -3.260 -0.276 2.215 -0.018 -0.051 -0.065 0.099
H -1.794 -1.238 2.108 -0.076 -0.085 -0.079 0.127
H -1.768 -4.372 -0.551 -0.089 0.021 0.001 0.084
H -3.182 -3.501 -1.217 0.064 -0.017 0.020 0.094
H -1.666 -2.645 -1.004 -0.036 -0.013 0.092 0.083
C 2.266 1.238 -4.201 -0.027 -0.014 0.079 -0.058
C 2.026 -0.136 -4.625 0.028 0.022 0.005 -0.289
N 1.850 -1.223 -4.948 -0.004 -0.022 0.018 0.114
H 2.486 1.260 -3.132 -0.019 0.060 -0.015 0.052
H 3.108 1.655 -4.752 -0.009 -0.009 -0.008 0.086
H 1.382 1.847 -4.387 0.001 -0.009 -0.014 0.085
C 2.457 -4.300 0.473 -0.031 0.024 -0.022 -0.059
C 2.086 -2.911 0.719 -0.013 -0.029 -0.008 -0.261
N 1.792 -1.819 0.913 -0.053 -0.018 0.033 0.151
H 1.867 -4.955 1.111 0.011 -0.002 0.001 0.085
H 2.269 -4.551 -0.569 0.007 0.004 0.002 0.086
H 3.515 -4.443 0.688 -0.005 -0.007 0.004 0.083
C -5.105 0.740 5.043 0.020 -0.003 -0.003 -0.062
C -4.248 1.563 4.197 -0.039 -0.001 0.020 -0.274
N -3.577 2.207 3.525 0.036 -0.001 -0.034 0.144
H -6.083 0.628 4.578 0.004 0.000 0.004 0.085
H -4.658 -0.245 5.171 -0.007 0.004 0.000 0.085
H -5.223 1.209 6.017 0.000 -0.007 -0.004 0.083
```
Positions in Å, forces in eV/Å.

# C17H30BCl8FN2OS

5 unconnected molecules or ions with the total composition C17H30BCl8FN2OS (ωB97M-V with the def2-TZVPD basis set, the Open Molecules 2025 dataset).

## Properties
HOMO-LUMO gap   8.7 eV
Strongest force on any atom   0.2397 Eh/bohr
E_LUMO   -0.01 eV
E_HOMO   -8.7 eV

Structure (XYZ):
```
61
Properties=species:S:1:pos:R:3:forces:R:3:lowdin_charge:R:1
C -0.789 -2.013 -0.572 -0.155 0.341 -1.179 -0.245
C 0.819 -2.300 -0.715 -1.095 1.529 -0.764 -0.538
S 1.635 -3.034 0.803 -0.448 -0.159 0.325 0.757
C 0.885 -2.398 2.397 0.123 -0.006 1.055 -0.407
C 1.491 -0.915 2.874 0.004 -0.576 -0.890 -0.315
F 2.574 -1.099 3.900 -2.849 0.632 -2.400 -0.051
C 2.208 -0.202 1.575 4.810 3.773 -6.359 -0.069
N 2.864 0.344 0.583 -6.291 -5.066 9.310 0.139
C 0.213 -0.089 3.491 -0.456 -0.571 -0.448 -0.100
C -0.834 0.304 2.247 -6.613 3.363 -2.452 -0.083
N -1.838 0.773 1.584 8.958 -4.304 5.693 0.103
B 0.614 1.258 4.351 0.345 2.259 2.329 -0.303
O 0.552 1.233 5.855 0.239 1.559 -3.373 0.018
C 1.056 2.701 3.618 -0.893 -0.110 -0.835 -0.181
C 2.661 2.720 3.254 -0.166 -0.613 -0.397 -0.169
H -1.338 -2.652 0.239 1.299 1.360 -1.412 0.033
H -1.277 -2.303 -1.618 1.023 0.618 2.385 0.034
H -0.977 -0.842 -0.461 0.359 -2.748 0.128 0.045
H 0.992 -2.989 -1.651 -0.021 1.011 2.312 0.059
H 1.353 -1.281 -0.940 -1.010 -1.998 0.360 0.047
H 1.225 -3.145 3.264 -0.547 1.549 -2.069 0.119
H -0.294 -2.429 2.409 2.430 0.474 -0.174 0.095
H -0.338 -0.827 4.241 0.985 1.357 -1.888 0.171
H 0.704 2.180 6.207 -0.241 -2.280 -1.016 0.123
H 0.456 2.753 2.590 1.243 0.103 2.144 0.063
H 0.693 3.631 4.247 0.863 -1.816 -1.129 0.111
H 2.739 2.579 2.073 0.135 0.150 2.892 0.033
H 3.144 1.805 3.829 -0.551 1.984 -1.353 0.084
H 3.216 3.713 3.536 -1.223 -1.953 -0.402 0.077
Cl 2.010 4.920 0.918 -0.069 0.119 -0.082 0.590
C 1.557 4.525 -0.759 -0.094 -0.040 -0.371 -0.638
C 0.050 4.516 -0.960 0.119 0.214 -0.176 -0.640
Cl -0.734 3.161 -0.110 0.055 0.043 0.058 0.569
H 2.003 3.559 -1.013 -0.167 0.143 0.151 0.071
H 2.012 5.288 -1.397 -0.151 -0.078 0.104 0.072
H -0.183 4.400 -2.022 0.123 -0.031 0.131 0.074
H -0.409 5.447 -0.610 0.154 -0.228 0.022 0.070
Cl 3.910 -4.062 -1.725 -0.007 -0.026 -0.049 0.550
C 4.770 -3.026 -2.890 0.156 0.187 -0.198 -0.651
C 4.099 -1.672 -3.059 0.284 0.031 0.170 -0.647
Cl 2.522 -1.800 -3.877 -0.027 -0.011 -0.035 0.550
H 4.834 -3.565 -3.841 -0.128 0.128 0.204 0.069
H 5.785 -2.891 -2.505 -0.193 0.062 -0.016 0.073
H 4.724 -1.021 -3.678 -0.063 -0.173 0.053 0.072
H 3.942 -1.177 -2.096 -0.040 -0.188 -0.145 0.061
Cl -2.733 2.528 -4.746 0.050 0.030 -0.051 0.535
C -3.451 1.248 -3.736 -0.123 -0.274 0.268 -0.698
C -2.549 0.858 -2.576 -0.230 0.186 0.160 -0.677
Cl -1.075 0.019 -3.122 0.075 0.240 -0.278 0.574
H -3.672 0.391 -4.380 0.168 0.188 0.094 0.051
H -4.398 1.640 -3.354 0.190 -0.040 0.022 0.069
H -3.076 0.169 -1.910 0.102 0.133 -0.175 0.015
H -2.244 1.731 -1.990 -0.004 -0.167 -0.220 0.021
Cl -5.096 -1.378 -2.490 -0.079 -0.127 -0.039 0.613
C -5.813 -2.658 -1.481 -0.189 -0.261 0.248 -0.641
C -4.911 -3.048 -0.320 -0.214 0.089 0.085 -0.638
Cl -3.438 -3.887 -0.866 -0.319 -0.145 -0.052 0.592
H -6.035 -3.515 -2.125 0.175 0.195 0.119 0.072
H -6.761 -2.266 -1.099 0.197 -0.027 0.004 0.074
H -5.439 -3.737 0.345 0.007 0.092 -0.179 0.073
H -4.607 -2.175 0.265 -0.016 -0.129 -0.219 0.074
```
Positions in Å, forces in eV/Å.